# 1
76
Properties=species:S:1:pos:R:3 method="wB97M-V/def2-TZVPD" e_above_lowest_kj_mol=0.0 e_lumo_ev=0.01 homo_lumo_gap_ev=7.422 total_charge=0 mol_weight_g_mol=697.2 total_energy_ev=-138452.4074 e_homo_ev=-7.413 max_force_ev_per_a=1.3
Ti 0.09460 -0.68148 1.19260
N -0.92052 1.30374 1.13340
C -1.26724 1.70797 2.52053
C -0.84568 0.65732 3.55360
O -0.65441 1.00865 4.71093
N -0.76799 -0.58122 3.02774
C -0.27963 -1.63715 3.90049
C 1.09737 -2.10116 3.41910
O 1.94425 -2.56951 4.13526
O 1.26435 -1.88724 2.11462
H -0.38130 2.02000 0.66012
H -1.77584 1.18560 0.59248
H -2.34615 1.84452 2.60177
H -0.78526 2.64834 2.78199
H -0.94788 -2.50251 3.85769
H -0.20404 -1.30136 4.93366
O 1.65121 0.13718 0.02215
S 3.09326 -0.30439 0.28972
C 4.03505 0.89893 -0.62570
C 3.40809 2.01970 -1.14595
C 4.17082 2.93554 -1.85543
C 5.53098 2.72359 -2.03314
C 6.13840 1.58744 -1.51683
C 5.38693 0.65780 -0.81447
C 3.39537 0.21435 1.96582
C 4.26244 -0.54757 2.72835
C 4.43709 -0.21653 4.06541
C 3.72528 0.83492 4.62001
C 2.84215 1.57718 3.84446
C 2.68328 1.27678 2.50226
H 2.34093 2.14234 -1.02426
H 3.69947 3.81344 -2.27769
H 6.11927 3.44284 -2.58762
H 7.19575 1.41862 -1.67049
H 5.85079 -0.23957 -0.42308
H 4.74741 -1.42034 2.31095
H 5.09180 -0.81538 4.68313
H 3.83594 1.06160 5.67172
H 2.25995 2.37184 4.29081
H 2.00004 1.84709 1.88459
C -0.85304 -1.88989 0.17447
Ge -1.98942 -1.14534 -1.18116
C -0.89158 0.10063 -2.25373
C -0.99837 1.48922 -2.20861
C -0.08997 2.31078 -2.87099
C 0.94747 1.74944 -3.59779
C 1.07120 0.36692 -3.65629
C 0.16556 -0.44086 -2.98851
C -2.74130 -2.53157 -2.33760
C -3.59992 -2.17325 -3.37700
C -4.15803 -3.13206 -4.20832
C -3.86283 -4.47453 -4.01103
C -3.00999 -4.84680 -2.98436
C -2.45396 -3.87979 -2.15626
C -3.48503 -0.09951 -0.43540
C -4.21265 0.82846 -1.18383
C -5.26758 1.53708 -0.62406
C -5.61634 1.32899 0.70323
C -4.91150 0.40593 1.46211
C -3.85741 -0.29985 0.89592
H -0.91631 -2.96105 0.35305
H -1.80322 1.95651 -1.65259
H -0.20383 3.38763 -2.82577
H 1.65628 2.38141 -4.11891
H 1.87992 -0.08093 -4.22107
H 0.29398 -1.51771 -3.03057
H -3.84346 -1.12977 -3.54917
H -4.82313 -2.83382 -5.00897
H -4.29674 -5.22689 -4.65747
H -2.77496 -5.89164 -2.82500
H -1.78586 -4.18790 -1.36042
H -3.96789 0.99943 -2.22655
H -5.81755 2.25026 -1.22542
H -6.43594 1.88194 1.14434
H -5.17997 0.23551 2.49746
H -3.29297 -0.99889 1.50554

# 2
76
Properties=species:S:1:pos:R:3 method="wB97M-V/def2-TZVPD" e_above_lowest_kj_mol=50.3 e_lumo_ev=-4.00 homo_lumo_gap_ev=5.565 total_charge=+1 mol_weight_g_mol=840.6 total_energy_ev=-95304.0141 e_homo_ev=-9.567 max_force_ev_per_a=0.7
W -0.83599 0.16917 -1.80160
S -2.38317 -1.60304 -1.56106
P -1.73187 -1.32657 0.39733
C -1.04825 0.22061 0.33904
P -1.79860 1.74369 0.43839
S -1.83747 2.21209 -1.59901
C -0.81657 2.99355 1.28717
C 0.57185 2.85527 1.26763
C 1.37187 3.82553 1.84484
C 0.79060 4.93557 2.44663
C -0.58825 5.07655 2.46825
C -1.39577 4.10866 1.88677
C -3.45992 1.81146 1.11734
C -3.61840 1.68450 2.49912
C -4.88912 1.64643 3.04638
C -6.00344 1.73611 2.21970
C -5.84810 1.86226 0.84826
C -4.57661 1.89847 0.29222
C -0.47028 -2.60862 0.65693
C -0.44027 -3.38229 1.81209
C 0.56546 -4.32296 2.00109
C 1.54230 -4.50457 1.03733
C 1.50800 -3.75085 -0.12997
C 0.50664 -2.81534 -0.31604
C -3.02397 -1.61058 1.61739
C -2.72131 -1.38878 2.96280
C -3.68880 -1.59903 3.93006
C -4.96666 -1.99866 3.55639
C -5.27669 -2.19113 2.21857
C -4.30334 -2.00422 1.24518
H 1.00924 1.97669 0.81298
H 2.44883 3.71872 1.83303
H 1.41687 5.69214 2.90208
H -1.03838 5.94079 2.93851
H -2.47165 4.22629 1.89886
H -2.75011 1.62001 3.14483
H -5.01155 1.54874 4.11733
H -6.99659 1.71170 2.64996
H -6.71613 1.93561 0.20608
H -4.45915 1.99295 -0.77988
H -1.20393 -3.27007 2.56939
H 0.57400 -4.91927 2.90407
H 2.32042 -5.24264 1.18393
H 2.25151 -3.90488 -0.90194
H 0.47772 -2.27577 -1.25221
H -1.72968 -1.05456 3.25004
H -3.45112 -1.44306 4.97500
H -5.72405 -2.15645 4.31379
H -6.27460 -2.49448 1.92944
H -4.54211 -2.16247 0.20063
O 0.29940 0.24300 -5.87134
S -1.02805 0.21343 -5.24231
N -0.98774 0.17967 -3.73155
C 7.57993 -0.80456 -2.59991
C 6.10714 -0.53612 -2.63697
C 5.36724 -0.45264 -1.45639
C 4.00862 -0.21455 -1.45958
C 3.29516 -0.11700 -0.14189
C 3.35942 -0.06555 -2.72142
C 1.97166 0.13313 -2.84627
O 1.19187 0.24465 -1.84892
C 4.10432 -0.14165 -3.93763
C 3.46602 0.03525 -5.28990
C 5.45983 -0.37324 -3.86164
H 7.97544 -0.75224 -1.58786
H 8.11701 -0.09186 -3.22667
H 7.78610 -1.80060 -2.99793
H 5.87777 -0.57073 -0.50803
H 3.99863 -0.28862 0.67015
H 2.48233 -0.83864 -0.05866
H 2.84733 0.86960 -0.01290
H 1.52024 0.18881 -3.83711
H 2.68152 -0.69752 -5.48228
H 4.21818 -0.06226 -6.06875
H 2.99887 1.01550 -5.39299
H 6.03832 -0.42852 -4.77640